Entry 1:
C3H8F14N2O5P2RbS2 | ωB97M-V with the def2-TZVPD basis set

XYZ file:
```
37
Properties=species:S:1:pos:R:3:mulliken_charge:R:1
Rb -0.22275 -0.68957 1.36895 0.957
C -2.94348 1.88991 -2.40788 -0.902
C -3.05204 0.89309 -1.23872 0.313
O -2.15110 0.35032 -0.67150 -0.250
N -4.49668 0.65304 -0.78998 -0.109
H -4.74894 1.47629 -0.25666 0.378
H -5.13315 0.66975 -1.57683 0.414
C -4.73435 -0.65261 -0.06372 -0.766
H -1.89731 1.99184 -2.69877 0.161
H -3.17166 2.89139 -2.04169 0.367
H -3.55294 1.47192 -3.20890 0.392
H -5.81323 -0.79914 -0.03296 0.351
H -4.35532 -0.57724 0.95457 0.305
H -4.17720 -1.38271 -0.64919 0.340
P 0.76485 0.62741 4.58298 1.135
F 2.23040 -0.02741 4.90718 -0.350
F 0.47441 0.16182 6.11982 -0.370
F 1.33992 2.05926 5.10500 -0.357
F -0.73092 1.30156 4.51408 -0.349
F 1.20783 0.95285 3.06445 -0.342
F 0.03130 -0.78631 4.22713 -0.369
P 1.84886 1.52332 -1.82906 1.225
F 1.43781 2.81196 -0.93487 -0.379
F 0.99724 0.48061 -0.86028 -0.345
F 0.57268 1.64849 -2.79568 -0.379
F 2.27398 0.23933 -2.68822 -0.363
F 2.78583 2.42123 -2.78968 -0.384
F 3.17425 1.27761 -0.83750 -0.372
N 3.99710 -3.41136 -0.30036 -0.377
S 3.70489 -2.06505 0.26322 0.979
O 2.31641 -1.80237 0.64198 -0.388
O 4.52950 -0.91878 -0.04088 -0.534
F 4.20761 -2.42176 1.72534 -0.365
S 3.39474 -2.93462 -1.81980 1.121
O 4.21619 -1.96548 -2.58723 -0.514
O 1.95179 -2.93877 -1.94643 -0.553
F 3.72347 -4.41982 -2.40788 -0.321
```

Calculated values
Energy relative to the best compared isomer or geometry (same formula, charge and spin): 50.7 kcal per mole
LUMO level: -0.81 eV
M: 629.63 g/mol
Total charge: -1
2S+1: 1
Kohn-Sham gap: 5.15 eV
Highest occupied orbital energy: -5.96 eV

Entry 2:
C3H8FN | ωB97M-V with the def2-TZVPD basis set

XYZ file:
```
13
Properties=species:S:1:pos:R:3:mulliken_charge:R:1
C -1.89802 -0.31937 -0.09334 -0.789
C 0.45448 0.47431 -0.26183 -0.487
C 1.83948 0.22778 0.40184 -0.381
H -2.58054 -0.56537 0.72818 0.253
H -1.76003 0.72193 -0.51124 0.263
H -2.37592 -0.79060 -0.85804 0.319
H -0.19302 -1.50972 0.30688 0.219
H 0.17391 0.44432 -1.34896 0.383
H 0.03212 1.50636 -0.00180 0.292
H 1.79852 0.03258 1.40740 0.344
H 2.48767 1.13032 0.18917 0.245
N -0.49336 -0.54635 0.36694 -0.357
F 2.51472 -0.80618 -0.32520 -0.303
```

Calculated values
Energy relative to the best compared isomer or geometry (same formula, charge and spin): 40.4 kcal per mole
LUMO level: 1.14 eV
SMILES: CNCCF
M: 77.10 g/mol
Total charge: 0
2S+1: 1
Kohn-Sham gap: 9.89 eV
Highest occupied orbital energy: -8.75 eV